1.
The following is a DFT calculation (ωB97M-V/def2-TZVPD) of a cluster of 2 separate species, C5H15N2O in total at a distorted geometry.

Positions of all 23 atoms, in Å:
C -0.9214 -3.2213 -1.4609
N -0.7732 -1.8216 -1.1467
C 0.3258 -1.0999 -1.6739
O 0.0872 0.3316 -1.6198
H -1.0424 -3.2979 -2.5341
H -1.7991 -3.6147 -0.9893
H -0.0337 -3.8206 -1.1821
H -0.8913 -1.6895 -0.1671
H 1.2506 -1.3519 -1.1268
H 0.4645 -1.3390 -2.7607
H -0.7027 0.3410 -2.1874
C 1.7533 1.6497 1.4651
C 0.2719 1.9350 1.4814
C -0.3809 3.0689 1.8522
N -0.5383 0.7538 1.0107
H 2.2758 2.4285 2.0387
H 2.0149 0.6970 1.9745
H 2.1039 1.5896 0.4008
H -1.5041 3.0432 1.9003
H 0.2118 3.9460 2.0784
H -0.3504 -0.0748 1.5506
H -0.3160 0.5963 -0.0449
H -1.5060 0.9507 1.1410

Its net charge is +1. The spin multiplicity is 1. The strongest force on any atom comes out at 0.052 hartree/bohr. The LUMO energy comes out at -3.17 eV. As for the molar mass: 119.19 u. The calculation puts the highest occupied orbital energy at -12.84 eV.

***

2.
The following is a DFT calculation (ωB97M-V/def2-TZVPD) of a structure of composition CrH3NO8PS2 at a distorted geometry.

Positions of all 16 atoms, in Å:
O 2.1573 -0.8978 1.2814
P 1.5200 -0.5139 0.0364
O 1.1198 -1.6404 -0.9364
O 2.6310 0.4195 -0.8356
S -0.1027 0.9118 0.4488
O 0.6982 2.2000 0.1509
O -0.3524 0.7578 1.8310
N -1.1811 0.8744 -0.5612
S -2.6104 0.0719 -0.2432
O -3.2137 0.5644 0.9327
O -3.2815 0.0490 -1.4806
O -2.1592 -1.4148 0.0417
H 0.5296 -2.2811 -0.5122
H 3.4845 -0.0534 -0.7936
H -1.6843 -1.4617 0.8801
Cr 2.4450 2.4145 -0.2402

The expectation value of S² is 2.028. Its net charge is +1. The spin multiplicity is 3. The strongest force on any atom comes out at 0.029 hartree/bohr. The LUMO energy (alpha / beta) comes out at -7.08 / -6.58 eV. As for the molar mass: 292.13 u. The calculation puts the highest occupied orbital energy (alpha / beta) at -14.21 / -14.21 eV.

***

3.
The following is a DFT calculation (ωB97M-V/def2-TZVPD) of a structure of composition C15H30ClN5O8PS2W at a distorted geometry.

Positions of all 63 atoms, in Å:
W 0.4390 0.1825 -0.2008
C -2.1775 1.4450 -1.1745
C -2.5133 -0.0603 -1.0070
N -1.2933 -0.9043 -1.0484
C -0.9958 -1.5063 -2.3760
C 0.5067 -1.5321 -2.6181
N 1.1373 -0.2266 -2.2575
C 0.8676 0.8534 -3.2347
C -0.4469 1.5624 -2.9271
N -0.7373 1.6285 -1.4724
H -2.7993 1.8864 -1.9566
H -2.3933 1.9596 -0.2483
H -2.9794 -0.1935 -0.0373
H -3.2236 -0.3893 -1.7675
H -1.4182 -1.6915 -0.4014
H -1.3553 -2.5344 -2.4039
H -1.5143 -0.9506 -3.1536
H 0.9437 -2.2860 -1.9715
H 0.7125 -1.7947 -3.6576
H 2.1376 -0.3812 -2.2232
H 1.6719 1.5684 -3.1505
H 0.8406 0.4526 -4.2511
H -0.3874 2.5680 -3.3413
H -1.2799 1.0594 -3.4093
H -0.4025 2.5199 -1.1191
C 2.0770 -3.3243 4.3328
C 1.0841 -2.3410 3.7467
O 0.2562 -2.9394 2.7170
P 0.6875 -3.2481 1.2375
S 1.8776 -1.7668 0.4369
S -0.8911 -3.7854 0.1993
O 1.7121 -4.4758 1.4341
C 1.9216 -5.5392 0.4943
C 1.6990 -6.8630 1.1895
H 2.5833 -2.8503 5.1766
H 2.8240 -3.6082 3.5942
H 1.5757 -4.2266 4.6858
H 1.5840 -1.4718 3.3351
H 0.3710 -2.0046 4.4941
H 2.9437 -5.4542 0.1225
H 1.2335 -5.4336 -0.3416
H 2.3643 -6.9642 2.0488
H 1.8883 -7.6831 0.4927
H 0.6672 -6.9290 1.5386
O -2.7383 1.1925 2.0460
Cl -1.3151 1.1399 2.2425
O -0.9730 1.2359 3.6165
O -0.8174 -0.1384 1.6618
O -0.6769 2.1937 1.4571
C 2.9266 2.5278 3.9128
N 2.7462 2.6321 2.4673
C 3.1100 3.7369 1.7584
C 2.8680 3.8492 0.4439
C 2.1756 2.7816 -0.2470
O 1.8299 2.8836 -1.4298
N 1.8798 1.6286 0.4750
C 2.1025 1.5744 1.8380
O 1.7467 0.6240 2.5060
H 3.4360 3.4197 4.2668
H 3.5160 1.6449 4.1504
H 1.9598 2.4269 4.4017
H 3.5990 4.5191 2.3247
H 3.1382 4.7339 -0.1125

The expectation value of S² is 0.753. Its net charge is 0. The spin multiplicity is 2. The strongest force on any atom comes out at 0.024 hartree/bohr. The LUMO energy (alpha / beta) comes out at -0.16 / 0.14 eV. As for the molar mass: 722.83 u. The calculation puts the highest occupied orbital energy (alpha / beta) at -6.95 / -6.61 eV.

***

4.
The following is a DFT calculation (ωB97M-V/def2-TZVPD) of a structure of composition C5H6N at a distorted geometry.

Positions of all 12 atoms, in Å:
C 1.7866 -0.4251 0.2784
C 0.6454 -0.9113 -0.4213
C 1.1765 0.9347 0.1852
C -1.1860 -0.2000 0.1190
C -0.4809 -1.4700 0.1902
N -0.0416 0.4757 -0.6222
H 1.0103 1.2049 1.3116
H 1.5996 1.7586 -0.3216
H -2.0866 -0.1208 -0.6861
H -1.4745 0.2335 0.9742
H -0.7299 -2.4413 0.4530
H -0.2190 0.9612 -1.4605

Its net charge is +1. The spin multiplicity is 1. The strongest force on any atom comes out at 0.135 hartree/bohr. The LUMO energy comes out at -6.19 eV. As for the molar mass: 80.11 u. The calculation puts the highest occupied orbital energy at -13.99 eV.

***

Q: Look up the molar mass of the fourth one.
A: 80.11 u